{
  "formula": "C38H40N5O3PdSSi",
  "method": "ωB97M-V with the def2-TZVPD basis set",
  "species": ["Pd", "C", "C", "N", "C", "C", "C", "O", "C", "C", "C", "C", "N", "C", "H", "H", "H", "H", "H", "H", "H", "H", "H", "H", "H", "H", "H", "H", "O", "C", "N", "C", "O", "C", "C", "C", "C", "N", "C", "H", "H", "H", "H", "H", "H", "H", "H", "S", "C", "C", "N", "C", "H", "H", "H", "C", "C", "C", "C", "C", "C", "Si", "C", "C", "C", "C", "C", "C", "C", "C", "C", "C", "C", "C", "H", "H", "H", "H", "H", "H", "H", "H", "H", "H", "H", "H", "H", "H", "H"],
  "xyz": [[0.312263, -0.007456, -0.753921], [5.412849, 0.562823, 0.603828], [4.723919, 1.134772, 1.805509], [4.726061, 2.586816, 1.853873], [5.922280, 3.179204, 2.314534], [6.289636, 4.464975, 1.581017], [3.616443, 3.346540, 2.142135], [3.730198, 4.230563, 2.971173], [2.352471, 3.080205, 1.499609], [1.241292, 3.847760, 1.916685], [0.005068, 3.716276, 1.312017], [-0.189123, 2.687943, 0.392089], [0.842627, 1.871232, 0.004834], [2.067963, 2.136926, 0.508602], [5.214507, -0.515189, 0.522209], [6.465720, 0.636821, 0.614438], [5.109234, 0.980688, -0.339195], [5.271435, 0.815314, 2.706837], [3.726662, 0.769153, 1.856020], [6.727809, 2.443567, 2.214169], [5.790721, 3.494040, 3.341273], [5.966192, 4.447939, 0.511515], [7.357093, 4.630911, 1.532727], [5.768047, 5.335472, 1.964592], [1.394950, 4.575057, 2.706998], [-0.796645, 4.441471, 1.553855], [-1.178442, 2.551940, -0.062031], [2.816316, 1.524371, 0.171047], [-1.915074, -0.094809, 3.929949], [-2.127474, -0.880604, 2.766351], [-0.925987, -1.575296, 2.348539], [-0.714123, -2.880951, 2.705549], [-1.500671, -3.501947, 3.429085], [0.583142, -3.425757, 2.245788], [0.568941, -4.748085, 1.846429], [1.758056, -5.355422, 1.467506], [2.919077, -4.616620, 1.516926], [2.943110, -3.310262, 1.897449], [1.792757, -2.783934, 2.232507], [-0.983328, 0.279089, 3.852157], [-2.398703, -0.249234, 1.930481], [-2.923035, -1.557377, 2.943052], [-0.481551, -1.252824, 1.518542], [-0.346104, -5.309957, 1.849468], [1.801450, -6.370843, 1.071761], [3.890861, -5.044593, 1.278760], [1.832021, -1.714510, 2.520785], [2.979340, -0.883023, -2.460005], [2.108119, -2.235948, -3.104360], [1.210209, -2.684273, -2.165553], [1.232295, -2.082757, -0.906161], [2.149422, -1.073183, -0.887568], [2.073637, -2.356593, -4.164164], [0.518247, -3.496394, -2.361919], [2.809974, -1.152984, 0.012718], [-2.674718, 0.135446, -6.045463], [-3.512047, -0.636233, -5.183877], [-3.342012, -0.660406, -3.820206], [-2.322307, 0.089647, -3.284573], [-1.453663, 0.776926, -4.162950], [-1.633379, 0.829263, -5.504902], [-2.021222, 0.183152, -1.398807], [-3.461364, 1.461280, -1.044229], [-3.663532, 2.006060, 0.212828], [-4.648921, 2.889258, 0.539604], [-5.519426, 3.399485, -0.406334], [-5.330856, 2.910261, -1.725103], [-4.404566, 1.911685, -2.002458], [-2.937916, -1.434565, -0.801945], [-3.948942, -1.470599, 0.107269], [-4.444288, -2.685616, 0.625291], [-3.935262, -3.925000, 0.276660], [-2.817912, -3.919196, -0.616699], [-2.474284, -2.722885, -1.193515], [-2.825253, 0.141344, -7.123293], [-4.281014, -1.347352, -5.570094], [-4.035081, -1.175411, -3.217311], [-0.610753, 1.238161, -3.687837], [-0.973213, 1.358920, -6.214783], [-2.945830, 1.654434, 0.951361], [-4.882643, 3.148270, 1.574115], [-6.232769, 4.185464, -0.099848], [-5.900843, 3.337570, -2.619011], [-4.333408, 1.477110, -3.010895], [-4.492765, -0.565426, 0.369146], [-5.231942, -2.692325, 1.413537], [-4.209955, -4.834044, 0.754121], [-2.323817, -4.846894, -0.918232], [-1.716250, -2.828829, -1.932079]],
  "atomic_forces_ev_per_a": [[0.4320, -1.2099, -0.3928], [-0.5825, -1.2630, -0.5980], [0.8448, 0.2503, 0.2781], [-1.1456, -0.1030, -0.8922], [1.5484, 0.7884, 0.1714], [-0.4996, 0.1450, -1.7034], [1.3340, -0.7927, 0.9775], [-0.4147, 1.0633, -0.0311], [-3.1285, -0.0245, -0.6301], [0.6288, 0.1032, 0.0124], [-0.2172, 0.1990, 0.0647], [0.8763, 0.0808, -0.2912], [-0.4957, 1.8998, 1.0129], [-1.6926, 0.9851, 0.8897], [-0.0882, 0.1676, 0.1552], [1.3397, 0.3534, 0.3140], [-0.4805, 0.4191, -0.3497], [-0.3717, -0.2255, -0.0741], [-0.7981, -0.2764, 0.2413], [-0.1361, 0.1722, 0.1184], [0.2707, -0.4156, 0.6248], [0.1988, -0.3742, 0.6033], [0.2923, 0.1201, 0.3585], [0.1595, 0.0381, 0.4207], [0.0373, -0.0039, -0.1475], [0.4310, -0.8164, -0.1336], [0.6928, -0.2515, 0.0616], [1.6379, -1.3923, -1.0958], [1.7380, 0.5058, -0.0293], [1.1725, 0.7433, -0.5890], [-0.7957, -0.6207, 0.9268], [-1.0756, 0.7820, 1.2172], [1.1255, 0.3608, -0.9771], [-0.7868, -1.7265, -0.2022], [0.4644, -0.4222, -0.0632], [0.0831, -0.2381, -0.4291], [0.3315, 1.2390, 0.3818], [0.6364, -1.6071, -0.4250], [0.0433, 2.2840, 0.4091], [-1.8316, -0.6804, 0.1206], [-0.1353, 0.2678, -0.2152], [-0.6083, -0.7052, 0.4252], [0.4512, 0.3634, -0.8635], [-0.3447, -0.0263, -0.0032], [-0.1510, 0.1925, 0.2973], [-0.2036, 0.0201, -0.1036], [-0.0771, -0.6033, -0.1092], [0.2932, 0.1468, 0.2281], [-1.1407, 0.3556, 1.3123], [0.5508, 0.3749, -0.5305], [-0.3950, -0.0884, -1.0336], [0.3744, -0.4673, 1.1264], [0.0385, -0.4805, -0.3459], [-0.0628, 0.1672, 0.1220], [-0.3907, 0.7922, -0.6682], [-1.8292, -1.5944, 0.2179], [-0.3276, -0.6340, -1.8310], [0.4571, 0.9444, -1.0941], [1.4213, 0.3394, 0.3031], [-0.0780, -0.3180, 2.1696], [0.5428, 0.5713, -1.6050], [-0.8337, -0.6731, -0.0448], [-0.6994, 0.4106, -0.6289], [1.6003, -1.1043, 0.3948], [-1.5654, 0.7241, 1.0492], [0.4940, -0.1169, -1.1590], [-1.1637, 0.9661, -0.7960], [0.8317, -0.2789, -0.2830], [0.7649, -0.6648, -1.0115], [-1.5868, -0.3882, 0.6605], [-0.8174, -0.5265, 0.9595], [2.0611, 1.1102, -0.5919], [-1.9287, -0.0960, 0.3933], [0.8269, 0.2969, 0.3254], [-0.1235, -0.1357, 0.1985], [0.5348, 0.9577, -0.1464], [-0.5806, -0.7380, 0.7240], [0.4513, 0.4156, 0.0282], [-0.1779, -0.1352, 0.7546], [-0.2677, 0.2384, 0.4768], [0.5917, 0.0356, -0.0706], [0.2956, -0.6316, -0.5441], [0.5393, -0.6665, 1.4994], [-0.2119, 0.5472, 0.4169], [0.2914, 0.0177, 0.2630], [0.4600, 0.3015, -0.7822], [-0.5067, -0.4954, 0.3515], [-0.1925, 0.2828, 0.0538], [0.7497, 0.4728, -0.5953]],
  "mol_weight_da": 781.3,
  "total_charge": -1,
  "homo_ev": -3.6,
  "gap_ev": 5.58,
  "e_above_lowest_kj_mol": 0.1,
  "e_lumo_ev": 2.0
}